# 1
Computed, not measured: C25H30N5O4S2Y as an isolated structure, with wB97M-V/def2-TZVPD.

```
! wB97M-V def2-TZVPD RIJCOSX def2/J DEFGRID3
* xyz 0 1
Y 0.20 -0.63 0.07
C -2.02 1.67 -1.60
N -1.92 0.23 -1.36
C -3.08 -0.18 -0.53
C -3.07 0.41 0.87
N -1.86 0.07 1.67
C -1.34 1.28 2.36
C -2.14 -0.92 2.72
C -3.32 -0.85 3.46
C -3.59 -1.76 4.47
C -2.66 -2.75 4.76
C -1.47 -2.78 4.08
C -1.17 -1.86 3.07
S 0.45 -1.89 2.37
C -1.93 -0.55 -2.60
C -2.25 0.03 -3.82
C -2.25 -0.72 -4.99
C -1.93 -2.07 -4.94
C -1.62 -2.65 -3.72
C -1.60 -1.92 -2.53
S -1.12 -2.71 -1.04
H -2.98 1.94 -2.04
H -1.22 2.00 -2.27
H -1.90 2.20 -0.66
H -3.08 -1.27 -0.46
H -4.01 0.13 -1.03
H -3.97 0.04 1.34
H -3.18 1.50 0.84
H -2.06 1.65 3.09
H -1.14 2.06 1.62
H -0.42 1.01 2.87
H -4.04 -0.06 3.27
H -4.52 -1.69 5.03
H -2.86 -3.47 5.54
H -0.72 -3.53 4.33
H -2.51 1.07 -3.88
H -2.49 -0.25 -5.93
H -1.92 -2.67 -5.84
H -1.36 -3.70 -3.68
N 1.95 -2.39 -0.42
C 2.32 -2.46 -1.84
C 2.49 -1.05 -2.39
N 1.21 -0.32 -2.27
H 2.75 -2.14 0.16
H 1.58 -3.28 -0.10
H 1.50 -2.96 -2.36
H 3.23 -3.04 -2.02
H 2.83 -1.10 -3.43
H 3.24 -0.51 -1.81
H 0.54 -0.67 -2.94
H 1.34 0.66 -2.47
O 0.42 1.81 -0.20
C 1.27 2.66 0.11
C 2.57 2.43 0.63
C 3.37 3.55 0.90
C 4.63 3.37 1.40
C 5.14 2.09 1.67
C 4.38 0.99 1.41
C 3.06 1.10 0.87
O 2.37 0.07 0.60
N 5.46 4.54 1.67
O 4.99 5.64 1.43
O 6.58 4.35 2.11
H 1.00 3.72 -0.04
H 3.00 4.55 0.71
H 6.13 2.00 2.08
H 4.75 -0.01 1.62
*
```

## Properties
E: -64769.3627 eV
HOMO: -7.394 eV
Lowest unoccupied orbital energy: -0.0205 hartree

---

# 2
Computed, not measured: a 4-piece molecular cluster, C13H27Br2NO5PS3 overall in a non-equilibrium geometry, with wB97M-V/def2-TZVPD.

```
! wB97M-V def2-TZVPD RIJCOSX def2/J DEFGRID3
* xyz -1 1
C -1.89 0.71 2.21
C -1.65 1.07 0.64
N -2.32 2.05 0.07
C -0.54 0.16 -0.09
P 0.19 0.92 -1.65
C 1.26 2.47 -1.24
O 1.46 2.87 -0.04
O 1.77 3.15 -2.34
C 1.37 -0.36 -2.47
Br 1.17 -0.76 -4.43
C 2.38 -1.06 -1.77
C 2.68 -0.82 -0.22
Br 3.55 -2.40 -2.70
H -1.08 1.22 2.84
H -1.68 -0.43 2.28
H -2.95 0.95 2.55
H -2.95 2.50 0.77
H 0.23 -0.11 0.73
H -1.02 -0.86 -0.40
H 1.98 -1.50 0.40
H 3.75 -1.10 0.08
H 2.42 0.26 0.05
C -4.26 -4.19 0.68
S -2.60 -3.76 1.23
O -2.26 -2.43 0.64
C -1.75 -5.02 0.25
H -4.97 -3.50 1.14
H -4.33 -4.11 -0.41
H -4.50 -5.21 0.99
H -1.98 -4.88 -0.81
H -2.07 -6.01 0.58
H -0.68 -4.92 0.41
C 8.27 0.02 -0.75
S 6.92 -0.99 -1.40
O 6.08 -1.41 -0.24
C 7.94 -2.40 -1.87
H 7.86 0.95 -0.37
H 8.78 -0.52 0.05
H 8.98 0.24 -1.56
H 8.47 -2.78 -0.99
H 8.66 -2.09 -2.63
H 7.29 -3.18 -2.27
C -4.87 5.30 0.41
S -5.18 3.97 1.59
O -5.38 2.72 0.80
C -6.80 4.56 2.11
H -3.91 5.12 -0.07
H -5.65 5.32 -0.35
H -4.83 6.26 0.94
H -7.47 4.63 1.24
H -6.70 5.54 2.58
H -7.21 3.85 2.83
*
```

## Properties
E: -207521.6594 eV
HOMO: -3.982 eV
Lowest unoccupied orbital energy: 0.0797 hartree

---

# 3
Computed, not measured: a 2-piece molecular cluster, C38H36BF6N3O3S overall in a non-equilibrium geometry, with wB97M-V/def2-TZVPD.

```
! wB97M-V def2-TZVPD RIJCOSX def2/J DEFGRID3
* xyz 0 1
C -4.42 1.91 -5.39
C -3.21 1.28 -4.80
C -2.87 -0.07 -4.75
C -1.61 -0.30 -4.17
C -0.99 0.89 -3.77
B -0.70 0.83 0.62
C 0.34 1.11 -3.39
C 0.91 2.41 -3.55
C 2.00 2.48 -4.40
C 2.38 3.81 -5.01
F 2.41 3.76 -6.38
F 1.50 4.81 -4.65
F 3.63 4.19 -4.58
C 2.66 1.28 -4.76
C 2.32 0.07 -4.15
C 3.03 -1.23 -4.39
F 2.80 -2.13 -3.38
F 2.56 -1.81 -5.54
F 4.37 -1.05 -4.52
C 1.20 -0.03 -3.37
O -1.40 2.00 0.85
C -2.75 1.79 0.26
C -2.80 0.27 -0.05
O -1.46 -0.22 0.13
S -2.00 2.29 -4.04
H -4.94 1.24 -6.07
H -5.10 2.16 -4.57
H -4.16 2.83 -5.93
H -3.54 -0.85 -5.07
H -1.16 -1.28 -4.02
H 0.48 3.32 -3.12
H 3.49 1.31 -5.44
H 0.93 -0.99 -2.94
H -3.52 2.06 1.00
H -2.91 2.37 -0.67
H -3.49 -0.17 0.69
H -3.16 0.07 -1.08
C 1.09 -1.47 6.28
N 0.88 -1.72 4.87
C 0.26 -2.86 4.44
O -0.05 -3.82 5.14
C 0.07 -2.73 2.93
C -1.38 -2.77 2.49
C -2.05 -4.11 2.75
C -3.29 -4.17 3.41
C -3.82 -5.41 3.79
C -3.14 -6.60 3.48
C -1.94 -6.53 2.75
C -1.42 -5.29 2.37
N 0.69 -1.42 2.64
C 0.67 -0.96 1.39
C 0.81 0.43 1.04
C 0.96 0.89 -0.39
C 1.73 2.13 -0.48
C 3.01 2.36 -1.07
C 3.59 3.63 -1.10
C 2.96 4.72 -0.49
C 3.49 6.07 -0.57
N 3.82 7.19 -0.60
C 1.77 4.51 0.19
C 1.22 3.24 0.22
C 0.93 -0.65 3.88
C -0.17 0.38 4.15
C 2.33 0.02 3.89
H 1.06 -2.42 6.84
H 2.07 -1.00 6.40
H 0.31 -0.80 6.69
H 0.65 -3.52 2.44
H -1.94 -1.98 3.03
H -1.43 -2.50 1.42
H -3.81 -3.24 3.67
H -4.76 -5.45 4.36
H -3.53 -7.56 3.82
H -1.40 -7.44 2.51
H -0.48 -5.24 1.81
H 0.49 -1.71 0.63
H 1.31 1.06 1.76
H 1.24 0.07 -1.04
H 3.56 1.54 -1.55
H 4.54 3.80 -1.61
H 1.26 5.32 0.71
H 0.31 3.14 0.77
H -1.09 -0.13 4.47
H 0.15 1.06 4.96
H -0.39 0.96 3.24
H 3.13 -0.75 3.80
H 2.43 0.71 3.04
H 2.47 0.62 4.82
*
```

## Properties
E: -78419.1474 eV
HOMO: -6.856 eV
Lowest unoccupied orbital energy: -0.0222 hartree

---

# 4
Computed, not measured: an isolated ion of composition BH5N2O3P and charge +1 in a non-equilibrium geometry, with wB97M-V/def2-TZVPD.

```
! wB97M-V def2-TZVPD RIJCOSX def2/J DEFGRID3
* xyz 1 1
N 1.72 -0.61 0.73
B 0.85 0.19 -0.13
O 1.30 1.49 -0.48
P -0.82 -0.54 -0.78
O -2.17 0.41 -0.41
N -2.15 0.53 1.02
O -2.03 1.66 1.29
H 1.60 -1.61 0.59
H 1.64 -0.35 1.72
H 1.93 1.38 -1.21
H -1.03 -1.81 -0.16
H -0.84 -0.74 -2.19
*
```

## Properties
E: -19159.5397 eV
HOMO: -15.299 eV
Lowest unoccupied orbital energy: -0.2164 hartree